# 1
# C3HS2

A gas-phase ion, C3HS2 (charge -1) (wB97M-V/def2-TZVPD, the Open Molecules 2025 dataset).

XYZ file:
```
6
Properties=species:S:1:pos:R:3
C -0.2997 -0.2097 0.4652
C -0.9308 -0.7885 -0.7217
C 0.6219 0.7095 0.6474
S -0.1703 -0.9600 -2.1582
S 1.4661 2.0290 0.3096
H -0.6871 -0.7803 1.4577
```

Summary:
- Charge: -1
- Max |F|: 4.67 eV/Å
- HOMO-LUMO gap (spin up / spin down): 5.519 / 6.574 eV
- HOMO energy (spin up / spin down): -2.0 / -3.0 eV
- Relative energy (zero: lowest compared OMol25 entry of this formula, charge and spin): 36.1 kcal/mol

# 2
# C3HgLi2O3

A molecular structure, C3HgLi2O3 (wB97M-V/def2-TZVPD, the Open Molecules 2025 dataset).

XYZ file:
```
9
Properties=species:S:1:pos:R:3
O -2.1204 -1.1150 1.0284
C -1.3950 -1.0740 0.0578
O -0.7914 -1.8414 -0.6594
Li 0.7682 -1.0777 -1.5508
Li -1.8819 0.7571 1.8794
C -0.6758 0.7382 0.0927
C 0.5414 1.0278 0.1530
O 1.7157 0.7311 -0.1701
Hg 3.8391 1.8538 -0.8311
```

Summary:
- 2S+1: 3
- Expectation value of S²: 2.0148
- Max |F|: 6.22 eV/Å
- HOMO-LUMO gap (spin up / spin down): 4.649 / 6.650 eV
- HOMO energy (spin up / spin down): -5.1 / -8.1 eV
- Relative energy (zero: lowest compared OMol25 entry of this formula, charge and spin): 0.2 kcal/mol

# 3
# C3Li2O3Ru

A molecular structure, C3Li2O3Ru (wB97M-V/def2-TZVPD, the Open Molecules 2025 dataset).

XYZ file:
```
9
Properties=species:S:1:pos:R:3
O 1.5939 -0.1924 -1.6912
C 0.8159 -0.8460 -0.9635
O 0.7648 -2.0869 -0.8284
Li 1.3752 -2.5454 0.8807
Li 1.2822 1.6394 -1.3337
C -0.1228 0.0168 -0.0942
C -0.9537 0.6051 0.5928
O -1.7337 1.2120 1.3440
Ru -3.0219 2.1974 2.0935
```

Summary:
- 2S+1: 6
- Expectation value of S²: 8.7659
- Charge: +3
- Max |F|: 5.52 eV/Å
- HOMO-LUMO gap (spin up / spin down): 9.651 / 6.019 eV
- HOMO energy (spin up / spin down): -22.8 / -22.9 eV

| no. | energy (Ha) |
| --- | --- |
| 1 | -911.20401 |
| 2 | -508.41956 |
| 3 | -448.64131 |